No. 1
This record from OMol25 describes the molecule C29H60O4P2. The level of theory is ωB97M-V/def2-TZVPD.

## Properties
Orbital gap in hartree: 0.325
HOMO energy in hartree: -0.3106

Each line ends with the Mulliken charge.
Element x y z (Å)
C (10.08676, -3.04914, 0.58086)  -1.222
C (9.25304, -2.30632, -0.46359)  -0.560
C (8.27052, -1.28706, 0.14274)  -0.436
C (8.76966, 0.16947, 0.08729)  -0.913
C (8.10678, 1.04821, -0.97667)  -0.818
C (6.57601, 1.16202, -0.85784)  -0.468
C (6.10487, 2.52705, -0.35084)  -0.804
C (4.58369, 2.74245, -0.46038)  -0.646
C (3.86166, 2.88223, 0.88701)  -0.772
C (2.51607, 3.62935, 0.80689)  -0.843
C (1.29214, 2.74560, 1.08701)  -0.703
C (-0.00094, 3.26268, 0.43954)  -0.567
C (-1.23025, 3.04257, 1.31655)  -0.391
C (-2.55836, 3.42223, 0.66790)  -1.223
C (-2.87310, 2.61579, -0.59212)  0.298
C (-4.31629, 2.81031, -1.05797)  -0.616
C (-4.53490, 2.61659, -2.55902)  -1.327
C (-3.89816, 1.36920, -3.17171)  -1.013
C (-4.43390, 0.01576, -2.66878)  0.092
C (-3.34285, -0.94604, -2.18960)  -1.132
C (-3.85236, -2.31700, -1.71648)  -0.203
C (-2.92841, -3.44037, -2.21976)  -1.143
O (-3.15011, -4.53832, -1.37210)  -0.484
C (-3.16238, -3.99046, -0.06215)  -0.961
C (-3.54813, -5.09532, 0.89472)  -1.819
C (-4.02697, -2.66190, -0.19127)  2.324
P (-3.16492, -1.41060, 0.94580)  -0.475
C (-2.84748, -2.30255, 2.52148)  -0.359
C (-2.20000, -1.32064, 3.50715)  -1.245
C (-4.38572, -0.14590, 1.50912)  0.489
C (-5.42919, -0.49697, 2.58800)  -1.513
P (-5.77362, -3.00428, 0.18101)  0.612
O (-6.03213, -3.55768, 1.50860)  -0.719
O (-6.31990, -3.93749, -1.00625)  -0.620
O (-6.57574, -1.63322, -0.08448)  -0.718
H (9.45902, -3.37633, 1.41260)  0.342
H (10.55950, -3.93582, 0.15686)  0.364
H (10.87241, -2.41184, 0.99154)  0.287
H (8.71196, -3.03699, -1.06831)  0.343
H (9.93401, -1.79025, -1.14735)  0.298
H (7.31433, -1.37325, -0.37521)  0.330
H (8.09988, -1.55832, 1.18702)  0.353
H (9.84796, 0.15071, -0.09873)  0.445
H (8.64519, 0.65490, 1.05985)  0.326
H (8.38466, 0.68709, -1.97024)  0.343
H (8.52262, 2.05619, -0.88630)  0.425
H (6.11683, 0.99380, -1.83546)  0.326
H (6.19163, 0.39427, -0.18086)  0.312
H (6.62466, 3.30279, -0.91911)  0.366
H (6.40780, 2.64865, 0.69422)  0.321
H (4.15543, 1.89226, -1.00140)  0.296
H (4.37795, 3.63397, -1.05665)  0.403
H (4.52871, 3.39960, 1.58092)  0.488
H (3.68267, 1.88673, 1.30386)  0.293
H (2.51490, 4.45346, 1.52237)  0.286
H (2.40306, 4.05770, -0.19352)  0.511
H (1.13559, 2.68935, 2.16982)  0.310
H (1.49669, 1.72439, 0.75399)  0.419
H (0.10777, 4.33190, 0.23033)  0.289
H (-0.14070, 2.75359, -0.51734)  0.235
H (-1.26132, 1.98882, 1.61876)  0.033
H (-1.09764, 3.63016, 2.23116)  0.420
H (-2.56657, 4.49055, 0.42795)  0.513
H (-3.35897, 3.24981, 1.39445)  0.382
H (-2.69203, 1.55792, -0.37508)  -0.202
H (-2.18948, 2.90777, -1.39413)  0.520
H (-4.97584, 2.13502, -0.50411)  0.130
H (-4.64536, 3.81987, -0.79388)  0.555
H (-4.13614, 3.49444, -3.07622)  0.466
H (-5.61033, 2.59895, -2.76280)  0.397
H (-2.81091, 1.40123, -3.06179)  0.402
H (-4.07996, 1.42503, -4.24831)  0.501
H (-4.95054, -0.48162, -3.49570)  0.457
H (-5.19871, 0.16229, -1.89288)  -0.025
H (-2.68630, -0.47228, -1.45940)  0.348
H (-2.71634, -1.15366, -3.06590)  0.400
H (-4.79391, -2.47641, -2.25020)  0.293
H (-1.87689, -3.12523, -2.17473)  0.492
H (-3.18980, -3.75485, -3.22934)  0.337
H (-2.13778, -3.63494, 0.13304)  0.789
H (-3.84372, -4.72993, 1.86837)  0.322
H (-2.70490, -5.77985, 0.99738)  0.412
H (-4.38590, -5.65110, 0.47469)  0.394
H (-3.74144, -2.74151, 2.96510)  0.348
H (-2.15139, -3.11288, 2.30850)  0.540
H (-1.41620, -0.73516, 3.01926)  0.292
H (-2.93360, -0.61240, 3.89092)  0.225
H (-1.75767, -1.85509, 4.34702)  0.410
H (-4.88148, 0.24245, 0.62114)  -0.438
H (-3.75074, 0.66941, 1.85823)  0.644
H (-5.53776, -1.56732, 2.73748)  0.309
H (-5.15753, -0.04403, 3.54272)  0.379
H (-6.40672, -0.09954, 2.32181)  0.347
H (-6.90401, -3.47637, -1.62445)  0.396
H (-6.24202, -1.11833, -0.83265)  0.396


No. 2
This record from OMol25 describes C5H8FLiO4 as an isolated structure at a distorted geometry. The level of theory is ωB97M-V/def2-TZVPD.

## Properties
Energy above the lowest of the compared OMol25 structures with the same formula, charge and spin in kcal/mol: 66.10
Orbital gap in hartree: 0.220
HOMO energy in hartree: -0.2753

Each line ends with the Mulliken charge.
Element x y z (Å)
C (-1.74648, -1.40698, 0.48148)  -0.230
O (-1.27685, -0.17017, 0.90840)  -0.681
C (-3.00353, -1.31441, -0.38202)  -1.046
H (-0.96186, -1.94719, -0.09974)  0.237
H (-1.97504, -2.04823, 1.36011)  0.274
H (-3.35761, -2.31667, -0.66917)  0.341
H (-3.80890, -0.80796, 0.17193)  0.248
H (-2.80907, -0.74297, -1.30204)  0.263
C (2.70386, 1.28770, -0.63943)  0.956
O (2.66401, 0.19244, 0.13131)  -0.344
C (1.47077, 0.06389, 0.87485)  0.488
C (0.35093, 0.73045, 0.07430)  -0.406
O (1.55731, 1.81296, -0.88972)  -0.661
O (3.76822, 1.84153, -0.90107)  -0.881
F (1.67045, 0.73810, 2.06124)  -0.314
H (1.30897, -1.01434, 1.08893)  0.193
H (0.13474, 0.16400, -0.84278)  0.338
H (-0.02799, 1.62138, 0.58814)  0.329
Li (3.33806, 3.31646, -2.01473)  0.896


No. 3
This record from OMol25 describes the molecule C21H31N3O5S at a distorted geometry. The level of theory is ωB97M-V/def2-TZVPD.

## Properties
Energy above the lowest of the compared OMol25 structures with the same formula, charge and spin in kcal/mol: 32.41
Orbital gap in hartree: 0.314
HOMO energy in hartree: -0.2954
SMILES: CCOC(=O)C1CCN(C(=O)c2cc(S(=O)(=O)N(C)C)ccc2N2CCCC2)CC1

Each line ends with the Mulliken charge.
Element x y z (Å)
C (-3.37762, -3.17063, -0.43175)  -1.014
C (-4.42136, -2.22572, 0.13686)  -0.373
H (-5.33581, -2.22539, -0.46716)  0.289
H (-4.69186, -2.49597, 1.16297)  0.321
O (-3.87506, -0.90266, 0.14042)  -0.163
C (-4.61692, 0.07176, 0.65959)  -0.034
O (-5.73244, -0.09599, 1.08199)  -0.632
C (-3.91240, 1.42258, 0.69095)  0.760
C (-3.52673, 1.95147, -0.69590)  -1.173
H (-4.38401, 1.91272, -1.36932)  0.395
C (-2.37646, 1.16236, -1.30683)  -0.724
N (-1.24028, 1.05784, -0.41088)  0.522
C (0.00799, 1.13322, -0.93109)  -0.312
O (0.23419, 1.61705, -2.02963)  -0.708
C (1.07742, 0.45740, -0.13126)  0.505
C (0.88065, -0.91052, -0.00689)  0.427
C (1.82065, -1.72501, 0.58356)  -0.275
C (3.01149, -1.18290, 1.03745)  -1.363
C (3.23694, 0.16842, 0.90976)  -0.813
C (2.28146, 1.03669, 0.33279)  0.575
N (2.51855, 2.36637, 0.27961)  0.137
C (1.54640, 3.37478, -0.09137)  -0.252
C (2.14586, 4.67750, 0.42963)  -0.703
C (3.64150, 4.43124, 0.26534)  -0.820
H (3.92605, 4.56035, -0.77901)  0.324
C (3.78088, 2.96555, 0.66939)  -0.831
H (3.92976, 2.87622, 1.75406)  0.398
H (4.61777, 2.47959, 0.16043)  0.434
H (4.25316, 5.08823, 0.87976)  0.394
H (1.90166, 4.81264, 1.48436)  0.296
H (1.79435, 5.54385, -0.12546)  0.397
H (1.41892, 3.40742, -1.17977)  0.263
H (0.57420, 3.15378, 0.35743)  0.051
H (4.16617, 0.57244, 1.27523)  0.429
H (3.73848, -1.82716, 1.50584)  0.515
S (1.45294, -3.46371, 0.69939)  1.127
O (2.22568, -4.04647, 1.75620)  -0.746
O (0.02396, -3.61781, 0.72722)  -0.625
N (1.99050, -4.14194, -0.73719)  0.032
C (3.42228, -4.10091, -0.89198)  -0.904
H (3.72639, -4.83808, -1.63541)  0.332
H (3.77816, -3.10977, -1.20432)  0.315
H (3.85757, -4.35853, 0.07018)  0.331
C (1.23389, -3.74943, -1.89890)  -0.765
H (0.18270, -3.77804, -1.62353)  0.193
H (1.41500, -4.46249, -2.70360)  0.372
H (1.49707, -2.74193, -2.24806)  0.299
H (-0.02754, -1.36321, -0.37224)  0.628
C (-1.52696, 0.57699, 0.92403)  -0.309
H (-0.62596, 0.66901, 1.53419)  0.636
C (-2.65123, 1.39178, 1.56259)  -1.494
H (-2.87841, 0.97222, 2.54368)  0.406
H (-2.31644, 2.42246, 1.70317)  0.491
H (-1.81364, -0.47873, 0.89659)  -0.068
H (-2.02093, 1.64877, -2.21781)  0.569
H (-2.71758, 0.15125, -1.55677)  0.176
H (-3.23037, 2.99690, -0.58470)  0.435
H (-4.63847, 2.10782, 1.14145)  0.376
H (-3.78044, -4.17883, -0.45480)  0.504
H (-2.47394, -3.17254, 0.17492)  0.173
H (-3.11776, -2.87433, -1.44538)  0.276


No. 4
This record from OMol25 describes the molecule C25H29ClN4O3S. The level of theory is ωB97M-V/def2-TZVPD.

## Properties
Energy above the lowest of the compared OMol25 structures with the same formula, charge and spin in kcal/mol: 0.00
Orbital gap in hartree: 0.280
HOMO energy in hartree: -0.2829
SMILES: O=C(CCCCCn1c(=S)[nH]c2ccc(N3CCOCC3)cc2c1=O)NCc1cccc(Cl)c1

Each line ends with the Mulliken charge.
Element x y z (Å)
O (-2.47992, -3.90381, -0.93856)  -0.698
C (-2.27776, -3.11117, -0.04027)  0.622
N (-1.06728, -2.54606, 0.17807)  -0.076
H (-0.99194, -1.81528, 0.87467)  0.139
C (0.04061, -2.72079, -0.73373)  -1.299
C (0.27292, -1.48156, -1.56018)  0.639
C (1.52327, -0.88551, -1.63537)  -1.006
C (1.68803, 0.26112, -2.39362)  0.548
C (0.62214, 0.85746, -3.04288)  -0.663
C (-0.62330, 0.25662, -2.96770)  -0.629
C (-0.79146, -0.91288, -2.25130)  -0.257
H (-1.75018, -1.40726, -2.23547)  0.617
H (-1.46101, 0.69877, -3.48549)  0.454
H (0.76940, 1.76151, -3.61244)  0.472
Cl (3.26135, 0.95811, -2.54768)  -0.209
H (2.36866, -1.31945, -1.12374)  0.501
H (0.94372, -2.98341, -0.17400)  0.370
H (-0.23328, -3.55785, -1.38625)  0.432
C (-3.35315, -2.66975, 0.93817)  -0.285
H (-3.72687, -3.55995, 1.44818)  0.421
C (-4.51043, -2.01736, 0.17481)  -1.066
H (-5.33017, -1.82043, 0.86830)  0.461
C (-4.11700, -0.71896, -0.55078)  0.585
H (-4.50221, -0.76038, -1.57122)  0.429
H (-3.03084, -0.65076, -0.62004)  -0.719
C (-4.64822, 0.56243, 0.09442)  -0.849
C (-3.78939, 1.09517, 1.24228)  -1.440
N (-2.49315, 1.59868, 0.79651)  0.103
C (-2.45657, 2.81047, 0.15184)  0.015
N (-1.24828, 3.27145, -0.25677)  -0.084
C (-0.05129, 2.66314, 0.03288)  0.379
C (1.18041, 3.22176, -0.29606)  -1.321
C (2.34768, 2.59413, 0.07144)  -0.762
C (2.34997, 1.36043, 0.75513)  0.499
C (1.10479, 0.80487, 1.06009)  0.125
C (-0.07867, 1.44945, 0.72400)  0.214
C (-1.36103, 0.87538, 1.12595)  0.308
O (-1.44637, -0.17637, 1.74161)  -0.828
H (1.01214, -0.13902, 1.57170)  0.416
N (3.51343, 0.71306, 1.07568)  0.450
C (3.63780, -0.19090, 2.19975)  -0.616
H (2.66479, -0.49639, 2.57406)  0.435
C (4.44910, -1.41873, 1.77610)  -0.581
O (5.72336, -1.03846, 1.31629)  -0.417
C (5.61525, -0.14951, 0.23080)  -0.711
C (4.81680, 1.11165, 0.59085)  -0.539
H (4.72718, 1.71586, -0.30844)  0.387
H (5.35887, 1.67844, 1.36181)  0.283
H (6.63520, 0.11518, -0.05127)  0.362
H (5.12393, -0.65031, -0.61742)  0.312
H (4.61357, -2.08565, 2.62358)  0.388
H (3.90941, -1.96189, 0.98448)  0.276
H (4.18023, 0.31736, 3.01150)  0.284
H (3.27773, 3.08526, -0.16176)  0.433
H (1.21621, 4.16619, -0.81802)  0.409
H (-1.25650, 4.16848, -0.72490)  0.327
S (-3.78939, 3.74096, -0.12728)  -0.326
H (-3.58952, 0.31029, 1.97189)  0.475
H (-4.31404, 1.92217, 1.72858)  0.521
H (-4.72336, 1.34281, -0.66426)  0.442
H (-5.65345, 0.39304, 0.48289)  0.374
H (-4.86490, -2.74426, -0.55810)  0.427
H (-2.93701, -1.98765, 1.67668)  0.048


> Number 3 is which compound?

C21H31N3O5S


> Which of these has the highest HOMO energy?

C5H8FLiO4


> What is the formula in the fourth record?

C25H29ClN4O3S